# 1
46
Properties=species:S:1:pos:R:3:forces:R:3:nbo_charge:R:1 method="wB97M-V/def2-TZVPD" lumo_energy_ha=0.02439 homo_energy_ev=-9.38 e_above_lowest_kcal_mol=23.1 smiles="CCS(=O)(=O)N1CCC(C(=O)NCCc2ccccc2)CC1" orbital_gap_ev=10.039 spin_multiplicity=1
C 5.973 1.034 0.423 0.13 0.14 0.01 -0.629
C 5.607 -0.407 0.689 -0.75 0.06 -0.50 -0.640
H 6.396 -1.097 0.400 -0.06 -0.18 -0.05 0.245
H 5.316 -0.595 1.718 -0.02 -0.09 0.14 0.230
S 4.176 -0.832 -0.342 0.35 -0.12 0.54 2.300
O 3.762 -2.173 -0.017 0.02 0.08 0.17 -0.955
O 4.500 -0.552 -1.711 0.05 0.33 -0.15 -0.951
N 3.042 0.298 0.182 0.79 -0.58 -0.33 -0.682
C 2.152 0.776 -0.861 -0.25 0.12 -0.66 -0.243
C 0.890 -0.078 -0.918 0.13 0.11 -0.03 -0.417
H 1.190 -1.125 -0.995 -0.07 -0.01 -0.06 0.221
H 0.300 0.176 -1.800 0.01 -0.07 -0.02 0.222
C 0.067 0.148 0.367 0.05 0.24 0.07 -0.300
C -0.903 1.302 0.105 0.08 -0.65 0.04 0.689
O -0.637 2.462 0.344 0.13 0.44 0.11 -0.639
N -2.055 0.919 -0.486 -0.38 -0.16 -0.21 -0.623
H -2.260 -0.062 -0.590 0.16 0.03 0.08 0.401
C -3.123 1.841 -0.789 -0.08 0.27 0.09 -0.217
H -3.478 1.653 -1.807 0.01 0.09 0.06 0.193
H -2.699 2.845 -0.729 -0.07 -0.10 -0.11 0.239
C -4.289 1.703 0.205 0.18 -0.04 -0.23 -0.448
C -4.849 0.310 0.166 -0.04 0.13 0.11 0.072
C -4.390 -0.661 1.048 -0.02 0.02 0.01 -0.265
C -4.866 -1.959 0.979 0.02 -0.12 0.02 -0.193
C -5.807 -2.304 0.024 -0.02 -0.10 0.01 -0.224
C -6.270 -1.344 -0.860 -0.05 -0.03 -0.08 -0.200
C -5.792 -0.047 -0.790 0.01 -0.01 0.02 -0.250
H -6.158 0.699 -1.481 -0.05 0.09 -0.07 0.210
H -7.007 -1.606 -1.605 -0.06 -0.02 -0.06 0.214
H -6.180 -3.315 -0.029 -0.03 -0.08 0.00 0.215
H -4.503 -2.703 1.674 0.02 -0.06 0.06 0.213
H -3.659 -0.394 1.799 0.05 0.05 0.08 0.212
H -5.058 2.429 -0.063 -0.02 0.04 0.05 0.218
H -3.923 1.935 1.206 -0.02 0.06 0.00 0.217
C 0.991 0.508 1.537 0.13 0.04 -0.13 -0.420
C 2.367 -0.130 1.400 -0.16 -0.34 0.77 -0.238
H 2.278 -1.224 1.400 -0.06 0.14 0.14 0.214
H 2.992 0.161 2.251 -0.12 -0.11 0.06 0.199
H 1.096 1.594 1.568 -0.06 -0.06 0.06 0.239
H 0.546 0.187 2.480 0.06 0.06 0.02 0.222
H -0.505 -0.757 0.594 -0.01 0.05 -0.01 0.211
H 2.711 0.720 -1.794 -0.20 0.18 -0.01 0.249
H 1.895 1.820 -0.660 0.06 -0.05 -0.05 0.212
H 5.153 1.684 0.715 0.03 0.11 0.03 0.226
H 6.869 1.319 0.971 0.05 -0.01 0.03 0.218
H 6.151 1.164 -0.641 0.09 0.12 -0.05 0.232


# 2
47
Properties=species:S:1:pos:R:3:forces:R:3:nbo_charge:R:1 method="wB97M-V/def2-TZVPD" lumo_energy_ha=0.01697 homo_energy_ev=-8.27 e_above_lowest_kcal_mol=13.8 smiles="CCS(=O)(=O)N1CCC(C(=O)NCc2ccccc2OC)CC1" orbital_gap_ev=8.729 spin_multiplicity=1
C 1.527 3.769 2.728 -0.07 -0.02 0.07 -0.627
C 2.146 3.542 1.370 -0.43 -0.63 -0.26 -0.632
H 1.926 4.353 0.680 -0.03 0.01 -0.14 0.241
H 3.218 3.375 1.409 0.11 0.00 -0.08 0.238
S 1.455 2.059 0.578 0.73 0.65 0.29 2.307
O 1.977 2.019 -0.760 0.32 -0.14 0.03 -0.959
O 0.023 2.083 0.733 -0.09 0.04 0.21 -0.959
N 2.126 0.809 1.467 -0.46 0.80 -0.63 -0.697
C 2.807 -0.202 0.683 0.32 -0.32 -0.67 -0.228
C 1.820 -1.219 0.112 0.27 0.11 0.13 -0.418
H 1.177 -0.696 -0.599 0.02 -0.04 -0.10 0.221
H 2.371 -1.981 -0.442 -0.05 0.01 -0.06 0.223
C 0.978 -1.873 1.224 -0.17 -0.24 0.02 -0.315
C 1.257 -1.232 2.593 0.05 0.10 -0.18 -0.404
H 0.486 -1.541 3.300 0.08 0.02 0.06 0.237
H 2.213 -1.606 2.966 -0.05 -0.03 0.03 0.206
C 1.303 0.294 2.555 -0.37 0.04 0.88 -0.240
H 1.718 0.658 3.504 -0.17 -0.06 -0.05 0.193
H 0.296 0.704 2.445 0.07 -0.14 0.20 0.232
C -0.530 -1.878 0.933 0.64 -0.06 0.22 0.682
O -1.181 -2.897 1.062 -0.29 -0.31 -0.01 -0.637
N -1.072 -0.697 0.598 -0.20 0.33 0.10 -0.636
H -0.512 0.126 0.428 0.00 -0.19 0.00 0.428
C -2.454 -0.600 0.177 -0.02 -0.10 -0.03 -0.237
C -2.678 -1.115 -1.224 0.13 0.10 0.04 -0.098
C -3.689 -2.021 -1.488 0.12 0.12 -0.05 -0.169
C -3.919 -2.488 -2.773 -0.09 -0.07 -0.13 -0.246
C -3.121 -2.043 -3.808 -0.11 -0.08 0.06 -0.181
C -2.097 -1.143 -3.567 0.30 0.23 -0.02 -0.328
C -1.863 -0.676 -2.279 -0.18 -0.17 0.02 0.379
O -0.868 0.199 -1.950 -0.33 -0.08 0.16 -0.528
C -0.037 0.704 -2.969 0.20 0.18 -0.20 -0.265
H 0.679 1.353 -2.465 -0.10 -0.09 -0.16 0.229
H 0.501 -0.100 -3.482 -0.04 0.02 0.00 0.172
H -0.609 1.284 -3.700 0.00 -0.06 0.00 0.175
H -1.485 -0.811 -4.390 0.07 0.05 -0.04 0.217
H -3.287 -2.396 -4.815 -0.01 -0.03 -0.07 0.210
H -4.713 -3.195 -2.959 -0.07 -0.07 -0.02 0.212
H -4.304 -2.370 -0.672 -0.04 -0.04 0.13 0.212
H -2.735 0.454 0.236 -0.02 -0.07 0.07 0.216
H -3.065 -1.185 0.871 0.00 0.16 -0.09 0.223
H 1.242 -2.932 1.309 -0.15 0.18 -0.05 0.238
H 3.555 -0.684 1.318 0.00 0.08 -0.04 0.198
H 3.317 0.321 -0.126 0.15 -0.24 0.08 0.242
H 0.444 3.725 2.640 -0.08 0.07 0.11 0.234
H 1.851 3.007 3.431 0.01 -0.03 0.14 0.213
H 1.807 4.744 3.121 0.04 0.02 0.01 0.225


# 3
44
Properties=species:S:1:pos:R:3:forces:R:3:mulliken_spin:R:1 method="wB97M-V/def2-TZVPD" lumo_energy_ha="-0.28062 / -0.39039" homo_energy_ev="-15.76 / -16.00" e_above_lowest_kcal_mol=0.0 total_charge=+2 orbital_gap_ev="8.121 / 5.381" spin_multiplicity=5
C 0.283 4.043 2.952 0.94 1.35 1.15 0.000
C -1.116 4.082 2.440 -0.18 -2.07 -1.48 0.000
H 0.295 4.370 4.000 0.34 0.11 -0.24 0.000
H 0.950 4.701 2.360 -0.30 -0.27 0.43 0.000
H 0.725 3.055 2.956 -0.05 -0.41 -0.17 0.001
H -0.995 3.634 1.442 -0.57 0.13 -0.30 0.003
H -1.741 3.331 2.968 -0.07 0.96 -0.01 0.000
H -1.567 5.049 2.260 -0.11 0.11 0.57 0.000
C 2.690 -1.039 0.089 -0.02 -1.06 -1.38 0.031
C 3.689 -2.009 -0.048 -0.35 0.53 0.32 0.014
C 3.591 -2.951 -1.079 -0.18 0.63 0.38 0.014
C 2.471 -2.946 -1.910 -0.90 0.31 -0.32 0.012
H 2.653 -0.261 0.835 0.38 0.00 0.16 0.003
H 4.525 -1.981 0.651 -0.18 -0.18 -0.28 0.002
H 4.396 -3.666 -1.202 -0.19 -0.03 -0.14 0.000
H 2.370 -3.660 -2.727 0.04 0.02 0.29 0.003
N 1.652 -1.023 -0.780 1.80 -1.30 0.55 0.216
C 1.453 -1.990 -1.722 2.14 0.12 0.96 0.025
C 0.167 -1.834 -2.364 -2.08 0.42 -1.45 -0.019
N -0.523 -0.772 -1.856 -2.01 -1.55 -1.06 0.252
C -1.806 -0.510 -2.201 1.03 -0.47 -0.55 0.019
C -1.710 -2.245 -3.868 0.39 0.32 0.48 -0.001
C -2.406 -1.207 -3.246 -0.43 0.29 0.11 0.015
H -2.269 0.294 -1.635 -0.14 -0.10 -0.34 -0.003
H -3.410 -0.901 -3.573 0.53 -0.33 0.20 0.003
C -0.430 -2.589 -3.406 0.43 0.65 0.79 0.017
H 0.133 -3.398 -3.850 -0.11 -0.07 -0.02 0.003
H -2.168 -2.766 -4.702 0.16 -0.05 0.12 0.000
Pt 0.440 0.637 -0.706 0.31 -1.08 1.48 1.886
C 0.813 2.119 -1.855 -0.37 3.07 -1.36 0.257
H -0.003 2.370 -2.538 -0.03 -0.05 0.12 0.024
H 1.711 1.922 -2.451 0.24 -0.44 0.19 0.066
H 1.001 2.977 -1.202 0.15 0.17 -0.11 0.038
C -0.667 -0.270 3.375 0.95 0.26 1.03 0.133
C -1.081 -0.656 1.959 -1.03 -0.80 -0.64 -0.019
C -2.529 -0.341 1.631 0.00 0.54 -0.34 0.013
O -0.076 -0.387 1.035 -1.27 0.21 1.59 0.878
H -1.062 0.694 3.689 -0.04 0.20 -0.38 0.014
H 0.421 -0.252 3.475 -0.10 0.01 0.00 -0.008
H -1.035 -1.009 4.084 -0.10 -0.08 -0.16 0.002
H -1.089 -1.760 2.022 0.62 -0.24 -0.14 0.108
H -2.733 0.723 1.490 0.10 0.03 0.02 -0.001
H -2.856 -0.894 0.747 0.07 0.07 -0.03 0.002
H -3.155 -0.683 2.460 0.18 0.05 -0.04 -0.001


# 4
50
Properties=species:S:1:pos:R:3:forces:R:3:nbo_charge:R:1 method="wB97M-V/def2-TZVPD" lumo_energy_ha=-0.00668 homo_energy_ev=-8.95 smiles="CCN(CC)S(=O)(=O)c1ccc(S(=O)(=O)Nc2c(C)nn(C)c2C)cc1" orbital_gap_ev=8.769 spin_multiplicity=1
O -1.085 -4.619 -1.122 0.28 1.98 1.72 -0.920
O -1.889 -4.236 1.207 1.64 1.31 -1.25 -0.905
O -2.571 3.226 -0.240 1.27 -1.90 -1.69 -0.915
O -3.131 2.551 -2.569 1.95 -0.78 1.41 -0.909
N 1.962 -0.700 2.048 -0.24 0.33 1.72 -0.261
C 1.843 -1.457 1.001 -0.79 -1.30 -0.40 0.145
C 1.089 -2.656 1.333 0.90 1.11 -1.48 -0.034
C 0.847 -2.576 2.637 -0.87 0.27 3.18 0.179
C -1.663 -1.066 0.695 0.06 -0.95 0.52 -0.146
C -1.667 -1.659 -1.644 -0.01 -0.34 0.58 -0.191
C -1.910 0.250 0.384 -0.16 1.11 -0.55 -0.203
C -1.952 -0.340 -1.937 0.54 0.76 -0.63 -0.206
C -1.505 -2.014 -0.306 0.17 -1.06 -0.63 -0.293
C -1.973 0.651 -0.973 -0.75 0.21 1.21 -0.273
N 1.325 -1.355 3.080 -0.37 -0.87 -0.77 -0.186
N 0.609 -3.672 0.504 -1.57 -0.53 -0.17 -0.807
N -0.608 2.894 -1.957 -2.37 -0.03 1.52 -0.649
C 2.479 -1.122 -0.305 -0.94 0.86 0.08 -0.645
C 0.101 -3.599 3.492 1.42 -0.18 -0.52 -0.658
C 1.181 -0.842 4.449 0.16 0.98 -0.99 -0.407
C 0.977 3.235 -3.758 0.22 0.75 1.08 -0.612
C 0.359 4.489 -0.347 0.35 -0.35 -0.61 -0.610
C -0.221 2.427 -3.253 2.14 -0.50 0.25 -0.224
C 0.406 3.041 -0.882 -1.68 0.85 1.02 -0.230
S -1.064 -3.773 0.087 -0.75 -1.30 -0.48 2.218
S -2.209 2.432 -1.431 -0.37 1.53 -0.13 2.239
H -1.619 -1.414 1.728 -0.04 0.30 -0.19 0.233
H -1.607 -2.363 -2.465 0.05 -0.19 0.28 0.253
H -2.115 0.955 1.191 0.26 0.00 -0.33 0.250
H -2.069 -0.078 -2.968 -0.19 0.21 -0.41 0.239
H 1.085 -3.730 -0.366 0.51 -0.31 -0.84 0.406
H 1.836 -1.439 -1.124 -0.12 -0.05 -0.14 0.211
H 2.559 -0.016 -0.375 0.39 -0.75 -0.02 0.237
H 3.414 -1.644 -0.420 0.57 0.12 -0.05 0.228
H -0.878 -3.273 3.733 -1.08 0.32 0.14 0.227
H 0.024 -4.531 2.914 -0.09 0.39 0.13 0.255
H 0.594 -3.867 4.434 0.21 0.37 -0.20 0.224
H 2.035 -1.143 5.026 0.28 -0.34 0.55 0.206
H 0.240 -1.194 4.880 0.28 -0.02 -0.10 0.215
H 1.190 0.271 4.453 -0.15 -0.77 -0.30 0.228
H 1.922 3.000 -3.248 -0.36 0.14 0.06 0.202
H 0.789 4.328 -3.685 0.04 -0.66 0.16 0.217
H 1.168 3.047 -4.776 0.04 -0.43 -1.38 0.220
H -0.570 4.670 0.199 0.07 0.10 -0.46 0.235
H 1.179 4.688 0.338 0.22 -0.09 0.07 0.206
H 0.489 5.128 -1.235 -0.32 0.17 0.54 0.207
H -0.977 2.552 -3.966 -1.50 0.17 -0.69 0.229
H 0.038 1.357 -3.207 0.10 0.03 -0.24 0.166
H 0.150 2.388 -0.045 0.12 -0.35 -0.06 0.201
H 1.391 2.797 -1.209 0.47 -0.33 -0.53 0.208


# 5
55
Properties=species:S:1:pos:R:3:forces:R:3:mulliken_spin:R:1 method="wB97M-V/def2-TZVPD" lumo_energy_ha="-0.33982 / -0.30107" homo_energy_ev="-14.39 / -14.39" e_above_lowest_kcal_mol=40.2 total_charge=+2 orbital_gap_ev="5.141 / 6.200" spin_multiplicity=4
Re 0.391 0.333 0.536 -0.03 -0.26 0.27 3.209
N 3.371 3.359 -1.767 0.00 -0.05 -0.06 0.000
C 2.842 2.818 -0.451 0.02 0.07 -0.10 -0.006
C 3.750 3.274 0.688 0.02 -0.03 0.05 -0.001
P 2.985 0.988 -0.624 -0.08 0.13 0.16 -0.022
O 1.779 0.685 -1.656 0.01 -0.03 -0.20 0.078
O 4.332 0.657 -1.059 0.04 -0.12 -0.02 0.007
O 2.364 0.434 0.707 0.03 0.00 -0.11 -0.038
P 1.088 3.366 -0.307 0.07 -0.02 0.18 0.029
O 1.133 4.676 0.564 -0.01 0.06 -0.07 -0.001
O 0.501 3.480 -1.647 0.00 0.03 0.00 0.004
O 0.494 2.286 0.668 -0.07 0.03 -0.15 0.008
H 4.168 2.784 -2.079 -0.04 0.03 0.02 0.000
H 3.696 4.324 -1.667 -0.02 0.04 -0.01 0.000
H 2.622 3.339 -2.473 0.02 0.01 -0.01 0.000
H 4.763 2.896 0.548 0.00 0.00 0.01 0.000
H 3.370 2.889 1.634 0.02 0.01 0.01 0.000
H 3.766 4.362 0.756 -0.01 -0.01 0.00 0.000
H 1.739 -0.229 -2.033 -0.01 0.06 0.04 -0.004
H 0.643 5.431 0.203 0.04 -0.06 0.03 0.000
C -2.229 1.988 0.239 0.11 0.10 0.04 0.024
C -3.765 2.003 0.066 -0.05 0.02 0.00 -0.001
N -4.280 0.647 0.011 -0.08 0.01 -0.02 0.003
C -3.979 -0.041 1.252 -0.07 0.02 -0.01 0.010
C -2.446 -0.109 1.477 0.17 -0.06 0.13 0.013
N -1.735 0.561 0.328 -0.25 0.04 -0.19 -0.151
C -2.146 -0.129 -0.954 0.14 -0.04 -0.02 0.007
C -3.689 -0.049 -1.113 -0.07 -0.02 -0.03 0.008
H -1.913 2.488 1.153 -0.02 0.02 -0.03 0.001
H -1.719 2.446 -0.608 -0.02 0.01 0.03 -0.003
H -4.038 2.522 -0.852 0.01 0.00 0.01 0.000
H -4.240 2.527 0.896 0.02 0.00 0.00 0.001
H -4.399 -1.045 1.216 0.02 0.00 -0.01 0.001
H -4.460 0.490 2.072 0.02 -0.02 0.01 0.000
H -2.096 -1.138 1.527 0.00 0.00 0.02 0.011
H -2.137 0.397 2.393 -0.01 -0.01 0.00 -0.002
H -1.813 -1.164 -0.894 0.00 0.02 -0.01 0.028
H -1.618 0.365 -1.773 -0.02 -0.02 -0.01 0.004
H -4.109 -1.053 -1.171 0.02 0.01 -0.01 0.001
H -3.952 0.475 -2.031 0.02 -0.01 0.01 -0.001
O 0.038 -1.966 2.624 0.08 -0.02 -0.04 -0.014
C 0.298 -2.441 1.556 -0.30 0.10 0.08 -0.032
N 0.413 -1.579 0.379 0.29 -0.11 0.11 -0.137
C 0.825 -2.406 -0.734 -0.40 0.03 -0.31 0.006
O 1.079 -1.944 -1.820 0.15 0.03 0.14 -0.015
C 0.810 -3.793 -0.268 0.16 -0.04 -0.03 -0.013
C 1.088 -4.953 -0.973 0.00 0.04 0.07 0.006
C 1.054 -6.144 -0.258 -0.02 0.02 -0.01 -0.005
C 0.759 -6.165 1.107 -0.02 0.01 0.01 -0.007
C 0.486 -4.997 1.812 0.00 0.00 -0.05 0.007
C 0.514 -3.816 1.094 0.10 -0.04 0.09 -0.012
H 1.326 -4.928 -2.028 0.00 0.00 -0.01 0.000
H 1.263 -7.076 -0.764 0.00 0.00 -0.01 0.000
H 0.748 -7.114 1.626 0.00 0.00 0.01 0.000
H 0.266 -5.010 2.870 0.00 0.00 0.01 0.000